A molecular structure, C24H29N3O3Tl at a distorted geometry. Source: the Open Molecules 2025 dataset; level of theory: ωB97M-V with the def2-TZVPD basis set.

Results
Lowest unoccupied orbital energy   2.7 eV
Energy above the lowest of the compared OMol25 structures with the same formula, charge and spin   0.000 eV
HOMO-LUMO gap   6.9460 eV
HOMO level   -4.203 eV

ORCA input file:
```
! RIJCOSX wB97M-V def2-TZVPD def2/J DEFGRID3
* xyz -1 1
Tl -2.75 -0.27 -0.80
C 3.03 2.78 -1.96
C 2.54 1.56 -1.13
C 2.00 1.88 0.23
C 2.79 2.40 1.26
C 2.31 2.66 2.53
C 0.97 2.36 2.83
C 0.16 1.88 1.81
C -1.30 1.65 2.16
C -2.10 2.88 1.72
C 0.65 1.71 0.53
N -0.32 1.26 -0.40
C -0.32 1.96 -1.52
C -1.13 1.79 -2.63
C -1.06 2.68 -3.80
C -1.94 2.23 -4.72
C -2.55 1.06 -4.13
N -2.11 0.84 -2.91
H 2.27 3.04 -2.66
H 3.97 2.52 -2.45
H 3.11 3.58 -1.23
H 3.31 0.77 -0.96
H 1.80 0.97 -1.61
H 3.82 2.54 1.23
H 3.03 3.06 3.29
H 0.54 2.29 3.84
H -1.51 1.51 3.21
H -1.70 0.70 1.76
H -1.89 3.77 2.36
H -3.20 2.65 1.76
H -1.79 3.13 0.68
H 0.47 2.75 -1.64
H -0.31 3.46 -3.88
H -2.27 2.56 -5.68
H -3.18 0.28 -4.57
O 1.58 -1.71 -1.08
C 1.99 -2.71 -0.18
C 1.97 -2.18 1.27
C 0.64 -1.63 1.83
C -0.50 -2.64 1.82
C -0.28 -4.03 1.61
C -1.36 -4.90 1.60
C -2.62 -4.34 1.72
C -2.78 -2.98 1.87
N -1.73 -2.16 1.92
H 0.64 -1.64 -1.06
H 3.03 -2.94 -0.39
H 1.35 -3.59 -0.23
H 2.69 -1.32 1.33
H 2.44 -2.88 2.02
H 0.37 -0.71 1.31
H 0.95 -1.47 2.84
H 0.73 -4.37 1.60
H -1.29 -6.01 1.58
H -3.47 -5.02 1.81
H -3.74 -2.50 1.93
O -1.01 -1.94 -1.12
C -1.48 -2.80 -1.95
O -2.62 -2.79 -2.42
H -0.83 -3.65 -2.15
*
```

Just the natural (NBO) charges please, in e? Sure, here they are: atom 1 (Tl): 0.76, atom 2 (C): -0.61, atom 3 (C): -0.44, atom 4 (C): -0.03, atom 5 (C): -0.24, atom 6 (C): -0.22, atom 7 (C): -0.23, atom 8 (C): -0.01, atom 9 (C): -0.43, atom 10 (C): -0.60, atom 11 (C): 0.12, atom 12 (N): -0.57, atom 13 (C): 0.13, atom 14 (C): -0.07, atom 15 (C): -0.23, atom 16 (C): -0.37, atom 17 (C): -0.02, atom 18 (N): -0.57, atom 19 (H): 0.21, atom 20 (H): 0.21, atom 21 (H): 0.21, atom 22 (H): 0.22, atom 23 (H): 0.25, atom 24 (H): 0.20, atom 25 (H): 0.20, atom 26 (H): 0.20, atom 27 (H): 0.20, atom 28 (H): 0.24, atom 29 (H): 0.19, atom 30 (H): 0.20, atom 31 (H): 0.22, atom 32 (H): 0.17, atom 33 (H): 0.20, atom 34 (H): 0.20, atom 35 (H): 0.19, atom 36 (O): -0.76, atom 37 (C): -0.07, atom 38 (C): -0.42, atom 39 (C): -0.45, atom 40 (C): 0.26, atom 41 (C): -0.26, atom 42 (C): -0.18, atom 43 (C): -0.27, atom 44 (C): 0.04, atom 45 (N): -0.43, atom 46 (H): 0.51, atom 47 (H): 0.16, atom 48 (H): 0.16, atom 49 (H): 0.21, atom 50 (H): 0.18, atom 51 (H): 0.26, atom 52 (H): 0.22, atom 53 (H): 0.21, atom 54 (H): 0.21, atom 55 (H): 0.21, atom 56 (H): 0.19, atom 57 (O): -0.87, atom 58 (C): 0.65, atom 59 (O): -0.71, atom 60 (H): 0.07

A molecular structure, C24H29N3O5S at a distorted geometry. Source: the Open Molecules 2025 dataset; level of theory: ωB97M-V with the def2-TZVPD basis set.

Results
Lowest unoccupied orbital energy   -0.6 eV
Energy above the lowest of the compared OMol25 structures with the same formula, charge and spin   22.336 eV
HOMO-LUMO gap   6.8196 eV
HOMO level   -7.425 eV

ORCA input file:
```
! RIJCOSX wB97M-V def2-TZVPD def2/J DEFGRID3
* xyz 0 1
C 2.01 2.33 2.59
H 2.15 2.24 1.56
H 1.99 3.40 2.80
O 0.58 2.19 2.83
C 0.08 1.09 2.76
C 1.02 -0.17 2.33
C 0.58 -1.52 2.25
C -0.99 -1.55 2.32
C -1.75 -0.47 2.63
C -1.27 0.72 2.86
O -2.16 1.61 2.89
C -1.83 3.11 3.17
H -2.85 3.62 3.70
H -1.44 3.40 2.34
H -1.22 3.25 4.14
H -2.67 -0.77 2.89
C -1.54 -3.05 2.41
H -2.44 -3.08 2.81
H -1.06 -3.80 2.61
C -1.71 -3.51 0.73
N -2.44 -2.24 0.02
C -3.59 -2.43 -0.36
O -4.51 -3.31 -0.14
C -4.06 -1.16 -1.01
N -3.41 -0.45 -2.18
C -2.20 0.06 -1.80
C -1.63 0.83 -0.50
C -0.49 1.34 -0.91
C 0.48 1.21 -1.89
C -0.09 0.56 -3.00
C -1.41 0.04 -3.11
C -2.15 -0.61 -3.92
C -3.28 -1.17 -3.29
H -4.04 -1.67 -3.49
H -1.82 -0.95 -4.87
H 0.46 0.50 -4.11
S 1.91 2.03 -1.96
O 2.48 2.13 -0.60
O 2.23 2.78 -3.08
N 2.96 0.40 -2.45
C 4.22 0.53 -2.65
H 4.71 -0.35 -3.45
H 4.32 1.60 -3.37
C 5.13 0.83 -1.37
H 5.14 1.93 -1.28
H 5.93 0.40 -1.56
C 4.25 -0.08 -0.32
H 4.02 0.51 0.62
H 4.74 -0.87 -0.26
C 3.08 -0.41 -1.24
H 2.92 -1.42 -1.55
H 2.03 -0.24 -0.55
H -0.22 1.91 0.05
H -2.24 0.77 0.34
H -4.31 -0.37 -0.10
H -5.13 -1.43 -1.46
H -1.89 -1.42 -0.04
H -0.73 -3.63 0.26
H -2.46 -4.34 0.61
H 1.06 -2.57 1.95
H 1.90 0.04 2.15
H 2.64 1.70 3.24
*
```

Just the natural (NBO) charges please, in e? Sure, here they are: atom 1 (C): -0.27, atom 2 (H): 0.23, atom 3 (H): 0.21, atom 4 (O): -0.49, atom 5 (C): 0.29, atom 6 (C): -0.25, atom 7 (C): -0.25, atom 8 (C): -0.01, atom 9 (C): -0.33, atom 10 (C): 0.27, atom 11 (O): -0.53, atom 12 (C): -0.23, atom 13 (H): 0.21, atom 14 (H): 0.17, atom 15 (H): 0.20, atom 16 (H): 0.23, atom 17 (C): -0.35, atom 18 (H): 0.20, atom 19 (H): 0.18, atom 20 (C): -0.23, atom 21 (N): -0.59, atom 22 (C): 0.61, atom 23 (O): -0.66, atom 24 (C): -0.31, atom 25 (N): -0.33, atom 26 (C): 0.18, atom 27 (C): -0.27, atom 28 (C): -0.09, atom 29 (C): -0.56, atom 30 (C): -0.03, atom 31 (C): -0.08, atom 32 (C): -0.29, atom 33 (C): 0.00, atom 34 (H): 0.20, atom 35 (H): 0.22, atom 36 (H): 0.24, atom 37 (S): 2.28, atom 38 (O): -0.92, atom 39 (O): -0.86, atom 40 (N): -0.66, atom 41 (C): -0.20, atom 42 (H): 0.18, atom 43 (H): 0.19, atom 44 (C): -0.41, atom 45 (H): 0.21, atom 46 (H): 0.18, atom 47 (C): -0.42, atom 48 (H): 0.21, atom 49 (H): 0.19, atom 50 (C): -0.26, atom 51 (H): 0.21, atom 52 (H): 0.19, atom 53 (H): 0.22, atom 54 (H): 0.25, atom 55 (H): 0.23, atom 56 (H): 0.24, atom 57 (H): 0.44, atom 58 (H): 0.20, atom 59 (H): 0.24, atom 60 (H): 0.24, atom 61 (H): 0.17, atom 62 (H): 0.20

C24H29N3O6S in the gas phase. Source: the Open Molecules 2025 dataset; level of theory: ωB97M-V with the def2-TZVPD basis set.

Results
Lowest unoccupied orbital energy   0.5 eV
Energy above the lowest of the compared OMol25 structures with the same formula, charge and spin   0.554 eV
HOMO-LUMO gap   8.9407 eV
HOMO level   -8.404 eV
SMILES string   CCOc1ccc(N2C[C@H](C(=O)Nc3ccc(S(=O)(=O)NC[C@H]4CCCO4)cc3)CC2=O)cc1

ORCA input file:
```
! RIJCOSX wB97M-V def2-TZVPD def2/J DEFGRID3
* xyz 0 1
C 2.67 5.54 -0.82
C 1.87 4.60 0.07
O 2.68 3.47 0.34
C 2.18 2.47 1.11
C 3.03 1.39 1.33
C 2.61 0.31 2.08
C 1.33 0.27 2.62
C 0.49 1.36 2.41
C 0.91 2.45 1.67
H 0.22 3.28 1.54
H -0.50 1.37 2.85
N 0.88 -0.87 3.31
C -0.16 -0.93 4.18
O -0.82 0.00 4.59
C -0.37 -2.40 4.55
H 0.11 -2.58 5.51
C 0.35 -3.15 3.43
C -0.47 -3.41 2.17
O -0.30 -4.40 1.50
N -1.32 -2.39 1.84
C -1.98 -2.15 0.64
C -2.63 -0.92 0.50
C -3.22 -0.58 -0.70
C -3.17 -1.47 -1.75
C -2.57 -2.70 -1.62
C -1.98 -3.06 -0.42
H -1.49 -4.01 -0.31
H -2.57 -3.37 -2.47
S -3.76 -0.96 -3.35
O -4.61 -1.97 -3.92
O -4.25 0.39 -3.27
N -2.34 -1.02 -4.24
H -2.51 -1.36 -5.17
C -1.44 0.11 -4.13
H -1.99 0.93 -3.66
C -0.23 -0.23 -3.27
C 0.94 0.76 -3.40
H 1.58 0.53 -4.24
C 1.66 0.62 -2.05
H 1.91 1.59 -1.62
C 0.63 -0.13 -1.17
H 0.99 -1.15 -0.96
O -0.57 -0.19 -1.90
H 0.43 0.37 -0.23
H 2.58 0.04 -2.15
H 0.53 1.77 -3.52
H 0.12 -1.25 -3.52
H -1.10 0.42 -5.12
H -3.70 0.38 -0.84
H -2.64 -0.23 1.33
H -1.41 -1.63 2.50
C 1.47 -2.17 3.06
H 2.35 -2.32 3.70
H 1.77 -2.26 2.01
H 0.75 -4.12 3.75
H -1.42 -2.64 4.65
H 3.30 -0.51 2.24
H 4.02 1.42 0.91
H 0.95 4.29 -0.44
H 1.60 5.11 1.01
H 3.58 5.84 -0.32
H 2.08 6.42 -1.05
H 2.94 5.04 -1.75
*
```

Just the natural (NBO) charges please, in e? Sure, here they are: atom 1 (C): -0.62, atom 2 (C): -0.07, atom 3 (O): -0.52, atom 4 (C): 0.38, atom 5 (C): -0.26, atom 6 (C): -0.25, atom 7 (C): 0.19, atom 8 (C): -0.22, atom 9 (C): -0.32, atom 10 (H): 0.23, atom 11 (H): 0.25, atom 12 (N): -0.46, atom 13 (C): 0.67, atom 14 (O): -0.60, atom 15 (C): -0.51, atom 16 (H): 0.25, atom 17 (C): -0.30, atom 18 (C): 0.69, atom 19 (O): -0.60, atom 20 (N): -0.63, atom 21 (C): 0.26, atom 22 (C): -0.26, atom 23 (C): -0.15, atom 24 (C): -0.35, atom 25 (C): -0.15, atom 26 (C): -0.27, atom 27 (H): 0.26, atom 28 (H): 0.24, atom 29 (S): 2.31, atom 30 (O): -0.94, atom 31 (O): -0.94, atom 32 (N): -0.88, atom 33 (H): 0.41, atom 34 (C): -0.26, atom 35 (H): 0.23, atom 36 (C): 0.09, atom 37 (C): -0.43, atom 38 (H): 0.21, atom 39 (C): -0.43, atom 40 (H): 0.21, atom 41 (C): -0.07, atom 42 (H): 0.16, atom 43 (O): -0.54, atom 44 (H): 0.20, atom 45 (H): 0.21, atom 46 (H): 0.20, atom 47 (H): 0.17, atom 48 (H): 0.21, atom 49 (H): 0.25, atom 50 (H): 0.21, atom 51 (H): 0.40, atom 52 (C): -0.20, atom 53 (H): 0.20, atom 54 (H): 0.22, atom 55 (H): 0.25, atom 56 (H): 0.24, atom 57 (H): 0.22, atom 58 (H): 0.23, atom 59 (H): 0.17, atom 60 (H): 0.17, atom 61 (H): 0.22, atom 62 (H): 0.22, atom 63 (H): 0.21

Number 3 is which compound? C24H29N3O6S

lowest unoccupied orbital energy of number 1 (C24H29N3O3Tl)? 2.7 eV

Which of these has the lowest HOMO level? C24H29N3O6S